(1)
Computed, not measured: C4H5NO3 in the gas phase in a non-equilibrium geometry, with ωB97M-V/def2-TZVPD.

Positions of all 13 atoms, in Å:
N: 1.53 1.46 1.24
C: 0.74 0.27 0.88
C: 0.06 0.23 -0.31
O: 0.31 1.07 -1.33
C: -0.73 -1.01 -0.61
O: -1.05 -1.18 -1.95
C: -1.29 -1.43 0.45
O: -1.71 -1.77 1.51
H: 2.06 1.59 2.13
H: 1.95 1.95 0.43
H: 0.49 -0.47 1.56
H: -0.44 0.89 -1.96
H: -1.93 -1.60 -2.05

Properties
Kohn-Sham gap: 7.05 eV
energy above the lowest of the compared OMol25 structures with the same formula, charge and spin: 3.576 eV
total energy: -11858.425 eV

***

(2)
Computed, not measured: a molecular structure, C15H23KN5O2Te4 in a non-equilibrium geometry, with ωB97M-V/def2-TZVPD.

Positions of all 50 atoms, in Å:
K: -1.52 1.22 0.95
C: 0.06 2.75 4.22
C: 0.17 1.84 3.03
N: 0.46 2.19 1.83
C: 0.67 3.54 1.37
C: 0.07 3.70 -0.04
N: 0.53 2.62 -0.90
C: -0.10 2.54 -2.22
C: 0.43 1.30 -2.96
N: 0.26 0.13 -2.12
C: 0.53 -1.19 -2.63
C: 0.13 -2.19 -1.54
N: 0.59 -1.79 -0.21
C: 0.13 -2.42 0.92
C: -0.33 -3.85 0.82
C: -0.07 -1.70 2.13
C: -0.38 -2.34 3.36
C: -0.52 -1.59 4.49
C: -0.38 -0.19 4.45
C: -0.07 0.39 3.22
N: 0.09 -0.35 2.12
H: 0.44 3.75 4.00
H: 0.63 2.35 5.05
H: -0.99 2.84 4.53
H: 1.74 3.72 1.32
H: 0.23 4.31 2.02
H: 0.38 4.66 -0.45
H: -1.04 3.72 0.03
H: 0.23 1.77 -0.41
H: 0.14 3.43 -2.79
H: -1.20 2.45 -2.13
H: 1.50 1.43 -3.16
H: -0.09 1.19 -3.93
H: -0.67 0.08 -1.65
H: 1.59 -1.30 -2.87
H: -0.04 -1.45 -3.54
H: 0.51 -3.19 -1.83
H: -0.96 -2.24 -1.52
H: -0.62 -4.10 -0.19
H: -1.20 -4.01 1.45
H: 0.46 -4.55 1.13
H: -0.48 -3.42 3.42
H: -0.71 -2.07 5.44
H: -0.48 0.39 5.35
Te: 3.11 -0.91 2.00
Te: 7.24 1.12 0.86
Te: 4.67 0.39 0.25
Te: 1.76 -0.19 -0.15
O: -1.83 -0.26 -0.48
O: -2.68 0.76 -0.74

Properties
Kohn-Sham gap (spin up / spin down): 4.16 / 4.15 eV
charge: -1
energy above the lowest of the compared OMol25 structures with the same formula, charge and spin: 4.493 eV
total energy: -72966.412 eV

***

(3)
Computed, not measured: 2 unconnected molecules or ions with the total composition C4H10NO in a non-equilibrium geometry, with ωB97M-V/def2-TZVPD.

Positions of all 16 atoms, in Å:
N: 2.03 -2.39 0.90
C: 0.59 -2.00 0.92
O: 0.38 -0.68 0.94
H: 2.42 -2.12 1.80
H: 2.43 -1.78 0.13
H: 0.17 -2.43 0.02
H: 0.21 -2.56 1.79
C: -1.36 1.67 0.35
C: -0.47 1.31 -0.80
C: -0.69 1.62 -2.09
H: -0.89 2.46 0.94
H: -2.35 1.96 0.01
H: -1.43 0.76 1.00
H: 0.44 0.75 -0.60
H: 0.03 1.17 -2.86
H: -1.52 2.27 -2.46

Properties
Kohn-Sham gap: 6.78 eV
charge: -1
energy above the lowest of the compared OMol25 structures with the same formula, charge and spin: 0.954 eV
total energy: -7846.583 eV